C51H44Cl2N4O6S2TeW | ωB97M-V with the def2-TZVPD basis set

Structure (XYZ):
```
111
Properties=species:S:1:pos:R:3:forces:R:3:mulliken_charge:R:1
W -0.0493 -0.7068 0.0940 -0.34 0.05 0.85 1.772
O -1.7190 -0.3011 0.6190 0.14 -0.11 0.03 1.690
C -2.9187 0.3445 1.0851 -0.09 0.08 -0.13 2.049
C -2.4910 1.8025 1.0101 0.05 -0.01 -0.05 -0.992
C -1.2089 2.0556 1.7798 -0.03 0.03 -0.02 -0.105
C -1.2833 3.0917 2.6965 -0.01 0.01 0.00 -1.061
C -0.1686 3.4857 3.4065 0.02 -0.02 -0.01 -1.499
C 0.9952 2.7845 3.1950 -0.01 -0.02 0.03 -1.084
C 1.0222 1.7153 2.3069 -0.01 -0.10 0.09 -0.620
C 2.2878 0.9068 2.3080 0.03 0.04 -0.07 -3.477
C 2.9989 0.7072 0.9803 -0.02 0.01 0.05 2.467
O 2.0985 -0.1507 0.1476 0.08 0.06 -0.12 0.217
C 4.3492 0.0080 1.1738 0.01 -0.01 0.00 0.840
C 4.7862 -0.4167 2.4266 0.00 0.00 0.01 -0.548
C 6.0138 -1.0450 2.5739 0.01 0.00 -0.01 -1.059
C 6.8206 -1.2710 1.4696 0.00 0.00 0.01 -0.658
C 6.4006 -0.8440 0.2175 0.00 0.00 0.00 -1.092
C 5.1843 -0.1951 0.0753 0.00 -0.02 -0.01 -0.175
C 3.2344 2.0014 0.2193 0.00 -0.05 0.01 0.993
C 3.6101 3.1408 0.9272 -0.02 0.01 -0.01 -0.547
C 4.0241 4.2848 0.2641 0.00 0.01 0.00 -0.946
C 4.1066 4.2940 -1.1203 0.00 0.00 -0.01 -0.857
C 3.7460 3.1598 -1.8308 -0.07 -0.04 -0.05 -1.403
C 3.2854 2.0263 -1.1705 0.04 0.01 -0.02 0.169
N -0.0535 1.3555 1.5737 0.03 0.14 -0.15 1.548
C -4.0336 -0.0787 0.1404 0.05 0.06 -0.09 -0.340
C -4.6823 -1.2913 0.3680 0.06 -0.03 -0.02 -0.353
C -5.6539 -1.7453 -0.5089 0.01 0.00 0.02 -1.125
C -6.0043 -0.9832 -1.6157 0.01 0.01 -0.01 -0.687
C -5.3679 0.2263 -1.8443 -0.03 -0.01 -0.02 -0.814
C -4.3756 0.6706 -0.9801 -0.04 0.04 0.04 -0.588
C -3.2073 -0.0186 2.5302 -0.08 0.04 -0.01 -0.259
C -2.3617 -0.7926 3.3063 0.00 0.00 -0.01 1.956
C -2.6743 -1.0285 4.6418 0.00 0.00 0.01 -1.201
C -3.8217 -0.4936 5.2009 0.00 0.00 0.00 -0.767
C -4.6710 0.2819 4.4202 0.00 0.00 0.00 -1.062
C -4.3658 0.5180 3.0917 0.01 -0.03 0.00 -0.366
H -3.2702 2.4352 1.4289 0.00 0.01 0.00 0.711
H -2.3722 2.1016 -0.0307 0.02 -0.02 -0.01 -0.152
H -2.2307 3.5917 2.8379 0.00 0.00 0.00 0.581
H -0.2123 4.3052 4.1111 0.00 0.00 0.00 0.495
H 1.8935 3.0328 3.7418 0.00 0.00 0.00 0.595
H 2.0872 -0.0627 2.7576 -0.01 0.00 0.02 0.374
H 2.9803 1.4047 2.9809 0.00 0.01 -0.01 1.666
H 4.1778 -0.2882 3.3108 0.00 0.00 -0.01 0.370
H 6.3341 -1.3643 3.5567 0.00 0.00 0.00 0.485
H 7.7758 -1.7653 1.5845 0.00 0.00 0.00 0.468
H 7.0296 -0.9972 -0.6492 0.00 0.00 0.00 0.458
H 4.8953 0.1626 -0.9044 0.02 -0.01 0.01 0.547
H 3.6244 3.1388 2.0090 0.00 0.01 -0.02 0.337
H 4.3148 5.1583 0.8322 0.00 0.00 0.00 0.505
H 4.4672 5.1716 -1.6396 0.00 0.00 0.00 0.461
H 3.8462 3.1488 -2.9087 -0.04 0.00 -0.02 0.550
H 3.0067 1.1479 -1.7418 -0.02 0.01 0.00 0.852
H -4.4322 -1.8808 1.2414 0.01 0.00 0.02 0.574
H -6.1521 -2.6864 -0.3171 0.00 0.00 0.00 0.486
H -6.7791 -1.3264 -2.2883 0.00 0.00 0.00 0.458
H -5.6483 0.8356 -2.6937 0.00 0.00 0.00 0.604
H -3.8935 1.6153 -1.1952 -0.01 0.00 0.01 0.328
H -1.4603 -1.2139 2.8858 -0.02 0.01 0.04 -0.701
H -2.0127 -1.6321 5.2488 -0.02 0.01 -0.01 0.353
H -4.0601 -0.6814 6.2390 0.00 0.00 0.00 0.443
H -5.5757 0.6954 4.8453 0.00 0.00 0.00 0.472
H -5.0449 1.1031 2.4815 0.00 0.00 0.00 0.456
Cl 4.9627 -5.0522 2.8455 0.00 -0.01 0.00 -0.178
C 3.6358 -4.0021 2.5304 -0.02 0.02 -0.01 -0.196
C 2.5748 -3.9505 3.4213 0.01 0.00 0.01 -0.588
C 1.5102 -3.0951 3.1784 -0.03 0.08 0.07 0.849
Cl 0.1771 -3.0579 4.2731 0.02 -0.01 -0.01 -0.161
C 1.5116 -2.2740 2.0579 0.10 -0.13 -0.06 -1.557
O 0.4914 -1.3973 1.8169 -0.04 -0.02 -0.20 0.429
C 2.5885 -2.3461 1.1779 -0.06 0.01 -0.05 1.580
C 2.4267 -1.5687 -0.0887 -0.04 -0.04 -0.03 -0.949
O 1.2238 -1.9589 -0.6454 -0.08 0.36 -0.23 -0.722
C 3.6412 -3.2111 1.3915 0.02 0.00 0.01 -0.891
H 2.5682 -4.5762 4.3028 0.00 0.00 0.00 0.553
H 3.2516 -1.6459 -0.7931 0.02 -0.04 0.02 0.564
H 4.4689 -3.2536 0.6950 0.00 0.00 0.00 0.625
N -3.7639 0.4084 -7.4685 0.00 0.05 -0.01 -0.426
C -2.9684 -0.0417 -6.4664 0.01 -0.02 0.03 0.982
C -1.6669 -0.5032 -6.7420 0.00 0.00 -0.01 -0.982
C -0.8570 -0.9600 -5.7317 0.01 0.00 -0.01 -0.730
C -1.3188 -0.9516 -4.4131 -0.12 -0.01 0.10 0.375
C -2.6008 -0.5017 -4.1196 0.03 0.01 -0.02 0.118
C -3.4168 -0.0502 -5.1361 -0.02 0.01 -0.03 -0.823
S -0.2344 -1.5746 -3.2021 0.30 0.24 -0.14 0.982
O 0.0323 -2.9573 -3.4453 -0.03 -0.07 0.03 -0.747
O 0.8889 -0.6675 -3.0754 -0.14 -0.20 -0.07 -0.587
N -1.0721 -1.4001 -1.7599 0.24 0.07 0.03 -0.431
C -1.4878 -2.5754 -1.1637 0.11 -0.02 -0.02 -0.019
S -2.3158 -3.9816 -1.6310 -0.02 0.00 -0.01 -0.086
C -2.0889 -4.6076 -0.0321 -0.04 0.03 -0.03 -0.860
C -1.4091 -3.7457 0.7550 -0.20 0.05 0.09 -0.750
N -1.0933 -2.5932 0.0797 0.21 -0.29 -0.07 0.184
H -3.4733 0.3359 -8.4262 -0.01 -0.01 0.00 0.197
H -4.7203 0.6562 -7.2949 -0.01 -0.01 -0.01 0.199
H -1.3097 -0.5110 -7.7639 0.00 0.00 0.00 0.334
H 0.1328 -1.3348 -5.9623 0.00 0.00 0.00 0.526
H -2.9613 -0.5057 -3.0996 -0.02 0.00 0.00 0.061
H -4.4190 0.2923 -4.9107 0.00 0.00 0.01 0.266
H -2.4679 -5.5826 0.2252 0.01 0.00 0.02 0.514
H -1.1459 -3.8732 1.7933 0.02 0.00 -0.01 0.455
C 0.1016 3.5826 -0.9234 0.14 0.00 0.04 -0.799
Te -0.4204 1.7160 -1.8071 -0.13 -0.13 0.13 0.839
C 0.7141 2.1799 -3.5367 -0.04 -0.07 -0.07 -0.919
H 1.1477 3.7829 -1.1482 -0.03 -0.03 0.02 0.226
H -0.0436 3.5711 0.1497 -0.05 -0.01 0.06 0.112
H -0.5362 4.3370 -1.3789 -0.01 -0.02 -0.01 0.625
H 0.0586 2.8198 -4.1247 -0.01 0.01 0.02 0.538
H 0.9367 1.2615 -4.0631 0.03 0.03 -0.02 0.302
H 1.6056 2.7158 -3.2426 0.11 0.01 0.05 0.172
```
Forces are in eV/Å.

Values from the calculation:
- HOMO: -12.3944 eV
- Kohn-Sham gap: 5.82 eV
- Strongest force on any atom: 0.92 eV/A
- Charge: +2

---

C51H44Cl2N4O6S2TeW | ωB97M-V with the def2-TZVPD basis set

Structure (XYZ):
```
111
Properties=species:S:1:pos:R:3:forces:R:3:mulliken_charge:R:1
W -0.0923 0.4028 -0.3378 -1.06 -0.39 1.22 1.174
O 0.8719 1.9321 -0.1227 0.36 0.24 0.63 0.318
C 1.8680 2.5215 0.7538 0.35 0.11 0.38 2.552
C 3.0990 1.6350 0.6327 -0.19 -0.04 -0.07 -1.649
C 3.0271 0.2538 1.2247 -0.06 0.08 0.04 0.593
C 4.2401 -0.3241 1.5707 0.09 -0.02 0.07 -0.964
C 4.2881 -1.6522 1.9337 0.06 -0.01 -0.03 -1.267
C 3.1062 -2.3661 1.9135 0.01 -0.04 0.07 -0.947
C 1.9152 -1.7264 1.6086 -0.05 0.00 -0.01 0.546
C 0.6639 -2.5673 1.6358 0.00 0.29 -0.12 -1.333
C -0.1784 -2.5740 0.3578 0.36 -0.65 0.07 0.194
O -0.6343 -1.2061 0.2425 -0.01 -0.57 0.06 0.700
C 0.4904 -2.8672 -1.0089 -0.21 0.25 -0.12 0.766
C 1.2722 -4.1354 -1.2470 0.09 0.14 0.12 -0.951
C 1.7844 -4.4610 -2.4417 0.00 -0.03 -0.06 -1.128
C 1.7066 -3.7444 -3.7377 0.09 0.00 0.01 -1.054
C 1.1592 -2.5534 -3.9963 0.05 0.12 0.15 -0.672
C -0.5620 -2.6029 -2.1390 0.23 -0.13 -0.30 0.078
C -1.3929 -3.4648 0.5826 -0.23 0.20 0.00 0.193
C -2.4913 -2.9370 1.2560 0.02 -0.02 -0.04 -0.061
C -3.5943 -3.7260 1.5427 0.03 -0.02 0.02 -1.026
C -3.6086 -5.0613 1.1670 -0.01 0.01 -0.03 -0.712
C -2.5241 -5.5907 0.4852 0.02 -0.03 0.01 -1.169
C -1.4219 -4.7995 0.1894 0.00 0.04 0.01 -0.210
N 1.8611 -0.4103 1.2955 -0.10 -0.15 0.02 0.881
C 1.3207 2.5830 2.1741 -0.16 0.00 -0.05 -0.013
C -0.0293 2.8349 2.3781 0.06 0.31 -0.05 0.151
C -0.5354 2.9910 3.6601 0.00 0.01 0.02 -0.832
C 0.3102 2.9082 4.7555 0.02 0.00 0.00 -1.058
C 1.6626 2.6599 4.5599 -0.01 0.01 0.02 -1.029
C 2.1641 2.4906 3.2784 0.02 -0.13 -0.03 -0.327
C 2.2293 3.9166 0.2436 -0.19 -0.03 -0.24 -0.156
C 1.9551 4.2878 -1.0674 0.05 0.04 -0.05 -0.450
C 2.3373 5.5338 -1.5503 0.01 -0.02 0.01 -0.874
C 3.0132 6.4199 -0.7274 0.00 0.01 0.02 -0.808
C 3.2948 6.0539 0.5822 0.00 -0.02 0.00 -0.961
C 2.9016 4.8151 1.0675 0.01 -0.01 0.00 -0.629
H 3.9548 2.1661 1.0422 0.05 -0.01 0.03 1.000
H 3.2961 1.5184 -0.4375 0.08 0.07 -0.05 0.393
H 5.1415 0.2736 1.5299 -0.03 0.00 0.01 0.579
H 5.2234 -2.1258 2.2037 -0.02 0.01 -0.02 0.485
H 3.0945 -3.4219 2.1492 -0.02 0.03 0.02 0.493
H -0.0059 -2.1834 2.4084 -0.02 -0.11 0.08 0.616
H 0.9161 -3.5914 1.9014 0.04 -0.02 0.02 0.492
H 1.4910 -4.7764 -0.3999 -0.04 -0.02 -0.05 0.526
H 2.3450 -5.3874 -2.4868 0.00 0.02 0.01 0.527
H 2.1551 -4.2751 -4.5692 -0.03 -0.01 0.02 0.539
H 1.1351 -2.1732 -5.0115 0.00 -0.07 0.00 0.605
H -1.3296 -1.9641 -1.7225 -0.06 0.15 0.05 1.258
H -2.4846 -1.8978 1.5523 -0.04 0.02 0.01 0.205
H -4.4398 -3.2967 2.0646 0.01 -0.01 0.00 0.489
H -4.4598 -5.6869 1.4009 0.00 0.02 -0.02 0.422
H -2.5299 -6.6294 0.1806 0.00 0.02 0.00 0.485
H -0.5979 -5.2430 -0.3504 -0.02 -0.03 0.03 0.670
H -0.6821 2.9758 1.5264 -0.01 -0.04 0.04 0.163
H -1.5901 3.1959 3.7988 0.02 0.00 0.00 0.574
H -0.0756 3.0497 5.7568 0.00 -0.02 -0.02 0.453
H 2.3344 2.6098 5.4072 -0.02 -0.04 -0.01 0.489
H 3.2215 2.2878 3.1555 -0.02 0.03 0.01 0.597
H 1.4083 3.6189 -1.7144 -0.09 -0.02 0.02 0.356
H 2.1017 5.8102 -2.5709 0.00 0.00 0.03 0.478
H 3.3165 7.3898 -1.0998 -0.01 -0.02 0.01 0.453
H 3.8226 6.7368 1.2351 -0.02 0.00 -0.01 0.469
H 3.1191 4.5591 2.0959 -0.01 0.00 0.01 0.461
Cl -2.6591 -4.1919 -5.1835 0.03 0.05 -0.02 -0.198
C -1.7947 -3.0919 -4.1481 -0.13 -0.03 -0.13 -0.193
C -1.8025 -1.7071 -4.6681 0.07 -0.09 -0.07 -0.327
C -1.1415 -0.5796 -4.3509 -0.12 -0.12 0.48 -0.530
Cl -1.6204 0.8860 -5.1372 0.00 0.01 -0.01 -0.129
C -0.1568 -0.4239 -3.2208 0.05 0.09 0.07 -0.254
O -0.8626 0.0410 -2.0536 0.85 0.28 -0.84 -0.368
C 0.4987 -1.7549 -2.9056 -0.12 -0.02 0.01 1.393
C 1.3857 -1.7255 -1.6511 -0.24 -0.08 -0.13 -0.258
O 1.4597 -0.4192 -1.1329 -0.66 0.09 -0.30 -0.223
C -1.2704 -3.5665 -3.0188 0.02 -0.05 0.23 -1.395
H -2.5108 -1.5855 -5.4798 -0.02 0.01 0.03 0.574
H 2.3992 -2.0714 -1.8251 0.16 0.11 0.09 0.611
H -1.3939 -4.6079 -2.7486 0.00 0.03 -0.04 0.581
N -3.2866 7.2760 1.7686 0.05 -0.07 -0.08 -0.460
C -3.0415 6.2597 0.9048 0.01 0.00 0.06 0.920
C -1.7193 5.9334 0.5395 0.01 0.05 -0.03 -0.355
C -1.4709 4.8720 -0.2946 -0.08 -0.02 -0.02 -0.360
C -2.5355 4.1180 -0.7983 -0.10 -0.33 0.33 -0.598
C -3.8525 4.4306 -0.4520 0.05 0.06 -0.15 -0.694
C -4.1002 5.4952 0.3804 -0.09 0.08 0.00 -0.871
S -2.1889 2.6308 -1.6066 0.27 0.31 -0.27 1.878
O -0.9034 2.7504 -2.2601 0.18 0.09 -0.04 -0.556
O -3.2945 2.1666 -2.3756 -0.31 -0.15 0.41 -0.794
N -1.8199 1.5559 -0.3587 0.40 -0.27 -0.44 -1.061
C -2.6043 1.1959 0.7076 -0.06 0.44 -0.03 0.878
S -4.2793 1.4330 0.9653 -0.03 -0.17 0.03 -0.032
C -4.0977 0.6889 2.5120 -0.02 -0.01 -0.03 -0.471
C -2.8137 0.3171 2.7133 0.17 -0.20 0.14 -1.104
N -1.9545 0.6162 1.6801 0.09 0.35 0.00 -0.185
H -2.5423 7.8845 2.0570 -0.01 0.03 0.00 0.210
H -4.2261 7.5860 1.9387 -0.01 0.01 0.00 0.210
H -0.8945 6.5232 0.9230 -0.03 -0.01 -0.02 0.454
H -0.4568 4.6243 -0.5782 -0.02 0.02 0.06 0.104
H -4.6705 3.8509 -0.8617 0.02 0.02 0.02 0.688
H -5.1203 5.7557 0.6368 0.03 -0.02 -0.01 0.366
H -4.9391 0.5831 3.1784 0.05 0.04 -0.01 0.569
H -2.4270 -0.1506 3.6078 -0.04 0.01 -0.04 0.474
C 1.2639 2.2736 -5.1326 -0.18 0.02 0.06 -1.268
Te 1.3480 1.2238 -3.2874 0.52 0.04 -1.59 1.522
C 3.0538 0.1718 -3.9979 0.01 -0.06 0.25 -1.346
H 2.2424 2.7439 -5.2337 0.00 -0.02 0.05 0.399
H 0.4845 3.0260 -5.0641 -0.03 -0.01 0.00 0.407
H 1.0752 1.6002 -5.9617 0.00 -0.05 0.01 0.392
H 2.8160 -0.4061 -4.8856 -0.07 0.03 -0.01 0.436
H 3.4403 -0.4747 -3.2144 -0.01 -0.03 -0.01 0.261
H 3.7981 0.9290 -4.2383 -0.03 0.04 0.01 0.559
```
Forces are in eV/Å.

Values from the calculation:
- HOMO: -12.5458 eV
- Kohn-Sham gap: 6.05 eV
- Strongest force on any atom: 1.68 eV/A
- Charge: +2